[1]
Entry from OMol25: 2 unconnected molecules or ions with the total composition C14H30NO6S (ωB97M-V with the def2-TZVPD basis set).

Atoms and positions in Å:
C -3.781729 -2.213968 0.914067
C -5.019529 -1.921627 0.061716
C -4.966191 -0.559788 -0.649702
C -4.504013 -0.625853 -2.110615
N -3.129980 -1.075258 -2.332643
O -2.232616 0.007132 -2.443521
S -1.692752 0.437236 -0.920392
O -0.932894 -0.646330 -0.378130
O -0.607571 1.644293 -1.174452
C -0.858929 2.682615 -0.219346
C 0.387893 2.815044 0.619388
C 0.461190 1.765046 1.735147
C 1.442632 0.673105 1.362191
C 2.883305 1.212489 1.164974
C 3.846963 0.792018 2.274998
C 4.617078 -0.498940 1.938311
C 3.803005 -1.515356 1.131935
O 3.860354 -1.151128 -0.250795
C 2.773627 -1.496467 -0.975920
C 2.711371 -0.840886 -2.333635
O 1.952596 -2.262565 -0.603136
H -3.569091 -1.344419 1.521475
H -3.978000 -3.081075 1.533927
H -2.907816 -2.439733 0.312009
H -5.872029 -1.886383 0.735142
H -5.226836 -2.736248 -0.628141
H -5.974324 -0.145443 -0.671578
H -4.374430 0.124779 -0.049701
H -4.580576 0.367968 -2.529146
H -5.155316 -1.334211 -2.615565
H -2.807079 -1.711281 -1.610786
H -1.749205 2.482888 0.376462
H -1.022623 3.649824 -0.687982
H 1.268037 2.771431 -0.009067
H 0.344909 3.803314 1.077955
H -0.521712 1.341495 1.937622
H 0.788938 2.218797 2.670353
H 1.498931 -0.024790 2.196670
H 1.120984 0.099735 0.501426
H 3.267984 1.008619 0.176755
H 2.787006 2.295499 1.221998
H 3.271263 0.656320 3.185590
H 4.568628 1.585095 2.446682
H 5.583766 -0.311086 1.484193
H 4.834950 -1.000631 2.882670
H 4.256874 -2.491145 1.294124
H 2.798307 -1.521331 1.527496
H 2.120599 0.080210 -2.340801
H 2.293541 -1.567598 -3.014049
H 3.728503 -0.663798 -2.669621
O 1.535627 1.421835 -3.656880
H 0.656378 1.130551 -3.409674

Atomic forces in eV per Å
C -0.436 -0.242 -0.590
C 0.087 0.446 0.399
C -0.370 -0.445 -0.259
C 0.456 0.061 1.145
N -0.469 -0.353 -0.351
O 1.301 0.626 -0.075
S -0.769 1.319 0.994
O 0.367 -1.194 -0.171
O -1.529 -1.023 -0.837
C 0.862 0.855 -0.043
C -0.788 0.181 1.109
C 0.430 -0.022 -0.433
C 0.809 -0.558 0.339
C -0.685 0.865 0.495
C 0.353 -0.312 -0.926
C -0.563 -0.326 0.624
C 1.148 0.532 0.407
O -0.030 0.000 0.706
C 0.529 1.013 -2.364
C 1.119 -1.068 0.960
O -1.311 -1.472 1.433
H 0.211 0.073 0.305
H 0.098 -0.106 0.312
H 0.232 0.076 0.007
H -0.185 -0.106 0.162
H 0.045 -0.090 -0.255
H -0.170 0.081 -0.026
H 0.210 0.179 -0.069
H -0.106 0.066 -0.492
H -0.121 0.056 -0.343
H 0.244 0.038 -0.038
H -0.021 -0.192 0.153
H -0.147 -0.162 -0.754
H -0.002 0.088 -0.313
H 0.106 0.229 -0.044
H -0.173 -0.071 -0.040
H 0.094 0.132 0.110
H -0.244 -0.282 0.062
H -0.226 0.056 -0.143
H 0.119 -0.104 -0.141
H 0.221 0.217 -0.044
H -0.027 -0.010 0.282
H 0.125 0.160 0.175
H 0.053 0.137 -0.358
H 0.188 -0.073 0.150
H -0.146 -0.278 -0.282
H -0.370 -0.244 -0.310
H -0.025 0.503 -0.467
H -0.470 0.003 -0.148
H 0.060 0.536 -0.081
O 0.266 0.173 0.117
H -0.354 0.030 -0.050

energy = -1455.694564 hartree
HOMO energy = -2.4 eV
Kohn-Sham gap = 4.98 eV
E_LUMO = 2.60 eV
energy relative to the best compared isomer or geometry (same formula, charge and spin) = 10.0 kcal per mole
net charge = -1



[2]
Entry from OMol25: a gas-phase ion, C5H13N (charge -1) (ωB97M-V with the def2-TZVPD basis set).

Atoms and positions in Å:
C 1.913030 1.997938 -0.383202
C 0.598077 1.416085 0.148525
N 0.398359 0.025492 -0.170466
C -1.053021 -1.735456 -1.073841
C -0.952359 -0.547481 -0.133329
C -1.180366 -1.066109 1.295355
H 1.985021 3.047267 -0.059441
H 2.799538 1.523380 0.057464
H 2.015485 1.935744 -1.467240
H -0.229634 2.032275 -0.216946
H 0.785591 1.524589 1.242031
H 1.153818 -0.540970 0.181136
H -1.845846 -2.472992 -0.888838
H -0.088671 -2.230331 -1.227797
H -1.199077 -1.397784 -2.100407
H -1.686902 0.225296 -0.328952
H -2.060359 -1.706480 1.399311
H -1.030803 -0.310471 2.102012
H -0.321884 -1.719988 1.624626

Atomic forces in eV per Å
C 0.176 0.120 -0.152
C 1.158 -0.039 0.889
N -0.265 0.814 -1.945
C 0.216 0.050 -1.588
C 1.162 -1.114 2.214
C 1.195 -0.502 1.307
H -0.093 -0.095 -0.201
H -0.259 -0.212 -0.032
H -0.095 0.046 -0.070
H -0.008 -0.232 0.340
H -0.999 0.363 -0.170
H -0.372 -0.391 0.215
H 0.283 0.330 0.353
H -0.057 -0.195 0.791
H -0.384 0.350 -0.263
H 0.025 0.194 -0.395
H -0.230 0.381 0.220
H -0.855 0.007 -0.664
H -0.600 0.127 -0.850

energy = -252.973549 hartree
HOMO energy (alpha / beta) = 1.5 / -4.6 eV
Kohn-Sham gap (alpha / beta) = 2.61 / 8.75 eV
E_LUMO (alpha / beta) = 4.13 / 4.18 eV
energy relative to the best compared isomer or geometry (same formula, charge and spin) = 17.5 kcal per mole
multiplicity = 2
net charge = -1



[3]
Entry from OMol25: C17H32FNO5P2S in the gas phase (ωB97M-V with the def2-TZVPD basis set).

Atoms and positions in Å:
C 5.245811 -2.384874 1.385610
C 4.114255 -1.909921 1.346275
C 2.634741 -1.349466 1.153668
C 1.764403 -2.640270 0.869115
O 2.304726 -0.787517 2.446637
S 0.857886 -0.003842 2.494187
O -0.333477 -0.858383 2.599132
O 0.889112 0.821840 3.727176
C 0.826383 1.201032 1.096284
N -0.618775 1.556555 0.907255
P 1.617928 2.823056 1.809371
C 3.516675 2.626887 1.875221
O 1.210879 4.144717 0.779854
C 1.531030 0.694309 -0.254427
F 2.150460 1.902382 -0.815590
C 0.493227 0.261349 -1.383596
C -0.460679 -0.944983 -0.998949
C -1.751919 -0.850188 -1.973729
C -3.081819 -0.682497 -1.095727
C -3.567264 0.830853 -0.946384
C -5.089945 0.774502 -0.451430
C -5.183980 0.222747 1.050379
C -5.705297 -1.282495 1.148588
C 2.762538 -0.304652 -0.041401
P 3.439000 -1.089871 -1.654440
C 3.705780 0.275718 -2.958057
O 2.295590 -2.133009 -2.368390
H 6.029599 -3.189654 1.308059
H 2.017995 -3.378714 1.705413
H 0.649950 -2.496426 0.922482
H 2.049396 -3.189775 -0.086298
H -0.917948 1.849513 1.852184
H -0.670800 2.413911 0.328387
H 3.839810 3.361532 2.689446
H 4.030726 2.968815 0.929008
H 3.826900 1.604947 2.241856
H 1.863282 4.225675 0.052001
H 0.989741 0.088981 -2.395740
H -0.189482 1.160477 -1.567539
H -0.767667 -0.902117 0.088925
H 0.008203 -1.968078 -1.184186
H -1.669143 0.055988 -2.658512
H -1.825954 -1.759006 -2.642052
H -2.885141 -1.198204 -0.108014
H -3.929083 -1.230619 -1.632777
H -3.001695 1.396704 -0.131197
H -3.462297 1.373154 -1.946698
H -5.504483 1.825071 -0.453501
H -5.668384 0.050534 -1.103404
H -4.220873 0.316545 1.634411
H -5.961141 0.873136 1.575586
H -6.325733 -1.368243 2.100332
H -4.847243 -2.018980 1.270666
H -6.384925 -1.527687 0.282144
H 3.626416 0.384068 0.268932
H 4.599935 0.017057 -3.607170
H 3.900552 1.290797 -2.509183
H 2.794182 0.241555 -3.635117
H 2.438063 -2.184920 -3.335068

Atomic forces in eV per Å
C -1.648 -0.944 -0.380
C 0.026 0.050 -0.128
C 2.503 -2.352 -1.249
C 0.165 -1.163 0.743
O -1.582 1.155 -1.232
S -2.414 0.960 4.799
O 2.296 0.305 -1.943
O 1.280 -1.166 -2.586
C 0.511 0.122 -2.108
N 1.069 0.150 0.715
P -0.212 1.269 1.644
C 0.105 0.965 0.032
O 1.649 -1.960 -0.145
C -0.496 -0.291 -0.740
F -0.463 -1.069 0.538
C -0.462 0.368 0.414
C -0.221 -0.206 -1.187
C -0.183 0.260 0.890
C 0.247 0.059 -1.043
C -0.688 -0.706 0.635
C 1.135 0.003 0.617
C -0.976 -0.028 -0.071
C 0.056 0.431 0.899
C -1.045 1.702 0.166
P 1.894 -0.864 -0.090
C -0.603 -0.056 -0.353
O 0.096 1.149 -0.052
H -1.008 1.788 0.304
H -0.357 1.070 -1.011
H 1.272 0.204 -0.182
H -0.284 1.143 1.062
H -0.176 -0.074 -0.574
H 0.225 -0.571 0.379
H -0.535 -0.958 -1.043
H -0.427 -0.776 0.881
H -0.418 1.007 -0.646
H -0.595 -0.039 0.205
H -0.371 0.091 1.587
H 0.978 -1.084 0.454
H 0.245 0.145 -1.327
H -0.284 1.550 0.262
H 0.009 -1.130 0.773
H 0.119 0.923 0.844
H -0.525 0.726 -0.983
H 1.045 0.609 0.792
H -0.452 -0.789 -1.287
H -0.175 -0.715 1.308
H 0.193 -1.232 -0.283
H 0.455 1.200 0.528
H -0.920 0.045 -0.803
H 1.069 -0.827 -0.542
H 0.734 -0.038 -1.193
H -1.143 0.833 -0.525
H 0.882 0.074 0.876
H -1.012 -0.954 -0.610
H -1.003 0.004 1.012
H -0.522 -1.066 -0.500
H 1.001 0.593 0.747
H -0.056 0.102 0.707

energy = -2278.463130 hartree
HOMO energy = -8.3 eV
Kohn-Sham gap = 8.67 eV
E_LUMO = 0.35 eV
SMILES = C#C[C@@]1(C)OS(=O)(=O)[C@@](N)(P(C)O)[C@](F)(CCCCCCCC)[C@@H]1P(C)O
net charge = 0



[4]
Entry from OMol25: C4H7NO in the gas phase (ωB97M-V with the def2-TZVPD basis set).

Atoms and positions in Å:
C 1.235003 0.707561 -1.005581
C 0.297853 0.623620 0.175242
C -1.203101 0.561790 -0.009049
N -0.434761 -0.585108 0.309903
C -0.498038 -1.731884 1.030642
O -1.518794 -2.345317 1.255417
H 2.228110 0.330510 -0.739276
H 1.344217 1.735411 -1.362862
H 0.846046 0.089880 -1.820379
H 0.643774 1.111329 1.089883
H -1.833474 0.994073 0.767519
H -1.614454 0.590028 -1.016896
H 0.507619 -2.081895 1.325436

Atomic forces in eV per Å
C 0.005 0.068 -0.066
C 0.313 0.107 -0.087
C -0.239 0.102 -0.076
N 0.077 -0.350 0.028
C -0.325 0.037 0.032
O 0.331 0.148 0.050
H -0.141 0.053 -0.026
H -0.004 -0.083 0.078
H 0.044 0.116 0.074
H -0.120 -0.148 -0.098
H 0.099 -0.127 -0.095
H 0.073 0.087 0.134
H -0.112 -0.009 0.051

energy = -286.564482 hartree
HOMO energy = -9.7 eV
Kohn-Sham gap = 10.56 eV
E_LUMO = 0.89 eV
SMILES = C[C@H]1CN1C=O
energy relative to the best compared isomer or geometry (same formula, charge and spin) = 42.1 kcal per mole
net charge = 0



What did the fourth record say?
Entry from OMol25: C4H7NO in the gas phase (ωB97M-V with the def2-TZVPD basis set).

Atoms and positions in Å:
C 1.235003 0.707561 -1.005581
C 0.297853 0.623620 0.175242
C -1.203101 0.561790 -0.009049
N -0.434761 -0.585108 0.309903
C -0.498038 -1.731884 1.030642
O -1.518794 -2.345317 1.255417
H 2.228110 0.330510 -0.739276
H 1.344217 1.735411 -1.362862
H 0.846046 0.089880 -1.820379
H 0.643774 1.111329 1.089883
H -1.833474 0.994073 0.767519
H -1.614454 0.590028 -1.016896
H 0.507619 -2.081895 1.325436

Atomic forces in eV per Å
C 0.005 0.068 -0.066
C 0.313 0.107 -0.087
C -0.239 0.102 -0.076
N 0.077 -0.350 0.028
C -0.325 0.037 0.032
O 0.331 0.148 0.050
H -0.141 0.053 -0.026
H -0.004 -0.083 0.078
H 0.044 0.116 0.074
H -0.120 -0.148 -0.098
H 0.099 -0.127 -0.095
H 0.073 0.087 0.134
H -0.112 -0.009 0.051

energy = -286.564482 hartree
HOMO energy = -9.7 eV
Kohn-Sham gap = 10.56 eV
E_LUMO = 0.89 eV
SMILES = C[C@H]1CN1C=O
energy relative to the best compared isomer or geometry (same formula, charge and spin) = 42.1 kcal per mole
net charge = 0